Record 1
An isolated ion of composition C2H8N5 and charge +1. Source: OMol25; level of theory: ωB97M-V/def2-TZVPD.

Last column: natural (NBO) charge in e.
Cartesian coordinates (Å):
N: 0.061 -2.144 -0.176  -0.648
N: -0.727 -0.977 -0.109  -0.238
N: -2.102 -0.846 0.241  0.114
N: -2.377 0.326 0.289  -0.164
C: -1.510 1.291 -0.165  -0.230
C: -0.138 0.236 -0.553  0.044
N: 0.935 0.487 0.469  -0.702
H: -0.230 -2.797 -0.823  0.382
H: -0.019 -2.612 0.743  0.380
H: -1.089 1.852 0.737  0.195
H: -1.836 2.043 -0.851  0.268
H: 0.214 0.237 -1.633  0.245
H: 0.556 1.064 1.169  0.439
H: 1.309 -0.465 0.620  0.474
H: 1.664 1.148 0.139  0.442

Summary:
HOMO level, eV: -13.90
Relative energy (zero: lowest compared OMol25 entry of this formula, charge and spin), kJ/mol: 432.7
E_tot, a.u.: -354.39192
Total charge: +1
LUMO level, eV: -3.62
Orbital gap, eV: 10.28
Structure (SMILES): NN1N=NC[C@H]1[NH3+]

---

Record 2
A 2-piece molecular cluster, C2H8NO overall. Source: OMol25; level of theory: ωB97M-V/def2-TZVPD.

Last column: natural (NBO) charge in e.
Cartesian coordinates (Å):
O: 1.252 0.089 2.177  -1.227
H: 1.829 0.846 2.066  0.406
C: -1.204 -0.776 -0.061  -0.422
N: 0.271 -0.594 -0.105  -0.709
C: 0.466 0.536 -1.045  -0.424
H: -1.425 -1.681 0.524  0.181
H: -1.684 -0.835 -1.059  0.146
H: -1.767 0.053 0.394  0.139
H: 0.692 -0.210 0.926  0.446
H: 0.199 0.363 -2.111  0.146
H: -0.160 1.369 -0.657  0.140
H: 1.532 0.841 -1.051  0.179

Summary:
HOMO level, eV: -2.81
Relative energy (zero: lowest compared OMol25 entry of this formula, charge and spin), kJ/mol: 66.8
E_tot, a.u.: -210.95881
Total charge: -1
LUMO level, eV: 4.57
Orbital gap, eV: 7.39

---

Record 3
A 2-piece molecular cluster, C2H8NO overall. Source: OMol25; level of theory: ωB97M-V/def2-TZVPD.

Last column: natural (NBO) charge in e.
Cartesian coordinates (Å):
O: 1.742 1.482 0.248  -0.989
H: 1.741 2.386 -0.079  0.499
H: 2.589 1.346 0.694  0.501
H: -0.187 -2.482 -0.808  0.277
C: -0.850 -1.621 -0.852  -0.727
C: -0.291 -0.538 -0.040  0.347
N: -0.923 0.344 0.628  -0.600
H: -1.048 -1.379 -1.897  0.302
H: -1.848 -1.881 -0.480  0.256
H: 0.782 -0.428 -0.010  0.251
H: -1.930 0.470 0.665  0.432
H: -0.430 1.110 1.076  0.452

Summary:
HOMO level, eV: -16.24
Relative energy (zero: lowest compared OMol25 entry of this formula, charge and spin), kJ/mol: 29.2
E_tot, a.u.: -210.74200
Total charge: +1
LUMO level, eV: -4.67
Orbital gap, eV: 11.57

---

Record 4
A 2-piece molecular cluster, C2H8NO overall. Source: OMol25; level of theory: ωB97M-V/def2-TZVPD.

Last column: natural (NBO) charge in e.
Cartesian coordinates (Å):
O: -0.419 -2.571 0.742  -0.979
H: 0.136 -3.169 0.248  0.498
H: -0.882 -3.000 1.438  0.508
H: 0.306 2.557 -1.856  0.285
C: 0.161 2.221 -0.826  -0.740
C: -0.023 0.777 -0.609  0.336
N: 0.311 0.163 0.460  -0.596
H: -0.737 2.756 -0.499  0.292
H: 1.103 2.566 -0.388  0.261
H: -0.420 0.183 -1.429  0.232
H: 0.680 0.721 1.220  0.427
H: 0.369 -0.865 0.490  0.475

Summary:
HOMO level, eV: -16.25
Relative energy (zero: lowest compared OMol25 entry of this formula, charge and spin), kJ/mol: 37.2
E_tot, a.u.: -210.73896
Total charge: +1
LUMO level, eV: -4.77
Orbital gap, eV: 11.49

---

Record 5
A 2-piece molecular cluster, C2H8NO overall. Source: OMol25; level of theory: ωB97M-V/def2-TZVPD.

Last column: natural (NBO) charge in e.
Cartesian coordinates (Å):
O: -1.258 -0.299 -2.080  -0.973
H: -1.797 0.493 -2.076  0.495
H: -1.725 -1.014 -2.519  0.505
H: 2.211 1.423 1.345  0.277
C: 1.432 0.691 1.551  -0.725
C: 0.590 0.262 0.422  0.338
N: -0.353 -0.586 0.481  -0.600
H: 0.786 1.147 2.314  0.284
H: 1.921 -0.220 1.972  0.272
H: 0.678 0.877 -0.471  0.237
H: -0.498 -1.164 1.309  0.420
H: -1.081 -0.790 -0.210  0.470

Summary:
HOMO level, eV: -16.42
Relative energy (zero: lowest compared OMol25 entry of this formula, charge and spin), kJ/mol: 43.9
E_tot, a.u.: -210.73637
Total charge: +1
LUMO level, eV: -4.81
Orbital gap, eV: 11.61

---

Record 6
A 2-piece molecular cluster, C2H8NO overall. Source: OMol25; level of theory: ωB97M-V/def2-TZVPD.

Last column: natural (NBO) charge in e.
Cartesian coordinates (Å):
O: 0.545 1.510 -1.902  -0.963
H: -0.153 1.161 -2.414  0.474
H: 0.907 2.048 -2.616  0.498
H: -1.170 -1.647 1.396  0.259
C: -0.152 -1.581 1.129  -0.725
C: 0.303 -0.280 0.711  0.340
N: -0.417 0.787 0.576  -0.603
H: -0.121 -2.224 0.222  0.303
H: 0.643 -2.061 1.778  0.298
H: 1.300 -0.133 0.270  0.246
H: -1.410 0.859 0.836  0.419
H: -0.274 1.559 0.014  0.454

Summary:
HOMO level, eV: -16.27
Relative energy (zero: lowest compared OMol25 entry of this formula, charge and spin), kJ/mol: 77.2
E_tot, a.u.: -210.72370
Total charge: +1
LUMO level, eV: -4.85
Orbital gap, eV: 11.42

---

Question: What is the formula in the second record?
Answer: C2H8NO

---

Question: Among the records above, which one has the highest LUMO level?
Answer: number 2